Record 1
Molecular formula: C36H76N5NiO7
Method: DFT, the ωB97M-V functional and the def2-TZVPD basis

## Properties
- strongest force on any atom (Eh/bohr) = 0.056
- HOMO-LUMO gap (spin up / spin down) (Ha) = 0.2982 / 0.1818
- E_tot (eV) = -101373.786
- net charge = +1
- energy relative to the best compared isomer or geometry (same formula, charge and spin) (kJ/mol) = 97.5
- expectation value of S² = 2.007
- spin multiplicity = 3

Each line ends with the Mulliken charge.
CARTESIAN COORDINATES (ANGSTROEM)
1 Ni 1.8970 0.1817 -2.7761  0.4599
2 N -0.3325 -0.5243 -0.5975  0.6553
3 O -0.5889 -0.2193 0.5888  -0.4884
4 O 0.7992 -0.2149 -1.0785  -0.2974
5 O -1.1723 -1.0380 -1.3155  -0.5824
6 C 2.4237 6.4529 0.0715  -1.4938
7 C 3.0564 5.7129 1.2722  1.4679
8 C 2.1660 6.0953 2.5132  -1.1309
9 C 0.7817 5.4539 2.4741  -0.8983
10 C 0.8870 3.9339 2.4286  -0.6004
11 C 1.7190 3.5052 1.2310  1.9180
12 N 2.9688 4.2552 1.1245  0.0547
13 O 3.8082 3.7932 0.0937  -0.2948
14 C 2.1658 2.0542 1.5957  -1.1028
15 C 0.8879 3.3524 -0.0421  -1.0460
16 C 4.4696 6.1225 1.6305  -1.8536
17 H 1.3372 6.5219 0.0657  0.2853
18 H 2.7765 5.8957 -0.8020  0.2258
19 H 2.6848 7.5067 -0.0520  0.4618
20 H 2.7853 5.8600 3.3782  0.3734
21 H 1.9585 7.1660 2.4500  0.3509
22 H 0.2702 5.8347 1.5918  0.2756
23 H 0.2719 5.6807 3.4133  0.4610
24 H -0.1255 3.5410 2.5384  -0.1683
25 H 1.3973 3.6427 3.3532  0.5831
26 H 2.8067 1.7253 0.7732  -0.1992
27 H 2.8686 2.0749 2.4288  0.5063
28 H 1.2871 1.4301 1.7293  -0.0150
29 H 0.3198 4.2247 -0.3895  0.2731
30 H 1.5465 3.2553 -0.9145  -0.0734
31 H 0.1975 2.5150 0.0200  0.1557
32 H 4.7522 5.7418 2.6155  0.3776
33 H 4.6265 7.1987 1.6453  0.4077
34 H 5.1933 5.6108 0.9918  0.3270
35 H 3.3102 3.8956 -0.7341  0.0989
36 C -4.5748 0.3050 3.0746  -1.8708
37 C -3.0691 0.0650 3.3112  1.5829
38 C -2.7897 0.3367 4.8098  -0.8496
39 C -1.5252 -0.4219 5.2621  -0.6620
40 C -1.7757 -1.9042 5.0744  -1.0821
41 C -1.8972 -2.2941 3.5844  1.5443
42 N -2.7389 -1.2928 2.8924  -0.0917
43 O -2.8205 -1.4538 1.5758  0.7212
44 C -0.5206 -2.1503 2.9049  -1.6729
45 C -2.5928 -3.6535 3.5214  -1.7168
46 C -2.3336 1.1154 2.4439  -2.3270
47 H -4.8638 1.2245 3.5818  0.4005
48 H -5.1690 -0.5129 3.4838  0.4565
49 H -4.8033 0.4445 2.0192  0.3407
50 H -2.4837 1.3758 4.8961  0.4464
51 H -3.6557 0.0304 5.3899  0.3864
52 H -1.3577 -0.1529 6.3068  0.4196
53 H -0.6340 -0.0481 4.7589  0.3458
54 H -2.6304 -2.3147 5.6110  0.3677
55 H -0.8813 -2.4079 5.4486  0.5097
56 H -0.2038 -1.1138 3.0207  0.2405
57 H 0.2538 -2.7035 3.4371  0.4493
58 H -0.4972 -2.4510 1.8606  0.3906
59 H -2.5095 -4.0968 2.5311  0.2106
60 H -2.2144 -4.4008 4.2175  0.3696
61 H -3.6296 -3.4876 3.8189  0.4801
62 H -1.2442 1.0728 2.5374  0.4359
63 H -2.5959 2.0370 2.9622  0.7252
64 H -2.5807 1.1429 1.3877  0.2971
65 H -1.9597 -1.1107 1.2114  0.1232
66 C -6.1847 -1.9729 -2.0953  -1.8193
67 C -5.7716 -3.3283 -1.4780  1.6393
68 C -6.4983 -4.3259 -2.3762  -1.2591
69 C -5.9792 -5.7538 -2.2065  -0.6987
70 C -4.4782 -5.7949 -2.4283  -1.3819
71 C -3.7318 -4.7624 -1.5670  2.0821
72 N -4.3369 -3.4505 -1.6707  -0.0875
73 O -3.6265 -2.4188 -1.0243  -0.0645
74 C -3.5669 -5.3649 -0.1478  -1.4904
75 C -2.3032 -4.6696 -2.0775  -1.9020
76 C -6.3109 -3.3647 -0.0149  -1.5303
77 H -5.9625 -1.9429 -3.1595  0.4050
78 H -5.5087 -1.1926 -1.7125  0.2964
79 H -7.1177 -1.5207 -1.7566  0.4181
80 H -7.5775 -4.1969 -2.3361  0.4851
81 H -6.2082 -4.1251 -3.4142  0.3474
82 H -6.5191 -6.4333 -2.8718  0.4521
83 H -6.2337 -6.1825 -1.2264  0.2996
84 H -4.3196 -5.5229 -3.4793  0.3786
85 H -4.0339 -6.7804 -2.2953  0.4106
86 H -3.3415 -4.5846 0.5802  -0.1831
87 H -4.4364 -5.9102 0.2462  0.3505
88 H -2.8769 -6.2099 -0.1530  0.5617
89 H -2.1739 -4.3455 -3.1198  0.4260
90 H -1.6089 -4.0872 -1.4752  0.2205
91 H -1.8647 -5.6577 -2.2767  0.4307
92 H -6.4143 -2.3282 0.3050  0.4147
93 H -5.6217 -3.9499 0.5948  0.3292
94 H -7.2932 -3.8314 0.0273  0.2932
95 H -3.7536 -2.6342 -0.0877  0.1164
96 C 4.1468 -0.8678 -1.0725  -1.6842
97 C 4.9283 -0.1126 -2.1469  1.5037
98 C 5.7069 -1.1498 -2.9523  -1.2012
99 C 6.3876 -0.4979 -4.1579  -0.7195
100 C 5.3353 0.2388 -5.0099  -1.1461
101 C 4.5611 1.3010 -4.2245  1.3144
102 N 4.0489 0.7054 -2.9728  0.7759
103 O 3.3015 1.6452 -2.2153  0.2574
104 C 5.4440 2.5303 -4.0184  -1.6208
105 C 3.3577 1.6462 -5.1172  -1.7384
106 C 5.9367 0.7186 -1.3097  -1.5797
107 H 4.6557 -1.5956 -0.4365  0.4470
108 H 3.3129 -1.4946 -1.4195  0.3734
109 H 3.7145 -0.1587 -0.3614  -0.0764
110 H 6.4378 -1.6634 -2.3301  0.4611
111 H 5.0624 -1.9558 -3.3208  0.3568
112 H 6.8782 -1.3330 -4.6601  0.4327
113 H 7.1452 0.2413 -3.8805  0.2912
114 H 4.7542 -0.6444 -5.3024  0.3405
115 H 5.8083 0.6630 -5.8930  0.5244
116 H 6.4914 2.3432 -3.7797  0.3548
117 H 5.4100 3.2138 -4.8649  0.4845
118 H 5.1589 3.1167 -3.1372  0.2072
119 H 3.6942 1.6913 -6.1511  0.4694
120 H 2.4932 0.9785 -5.0606  0.1772
121 H 2.9784 2.6280 -4.8189  0.3698
122 H 5.4316 1.1619 -0.4470  0.3938
123 H 6.4014 1.5764 -1.8032  0.3071
124 H 6.8024 0.1503 -0.9759  0.4001
125 H 3.9662 2.1494 -1.7155  0.1387

Cartesian forces, eV/Å:
-0.1 -0.5 0.7
-0.6 0.3 -1.9
0.2 -0.4 0.5
0.6 0.3 0.5
0.2 -0.2 0.4
0.8 -0.1 -0.6
-2.2 1.0 1.0
0.1 -0.2 -1.0
0.7 -0.5 0.8
0.4 1.7 0.5
-0.2 -2.4 0.5
0.3 0.7 1.0
-0.2 -0.2 -0.3
0.8 0.7 -0.9
0.1 1.2 -1.1
0.8 -0.8 -0.2
-0.1 -0.7 0.1
-0.3 0.5 -0.4
0.6 -0.2 0.2
-0.5 0.0 0.4
0.6 0.1 0.2
-0.4 0.0 0.3
-0.3 0.5 -0.3
0.1 -0.5 -0.8
0.2 -0.1 -0.1
-0.5 -0.5 -0.1
-0.5 0.0 0.4
0.2 -0.3 0.1
-0.2 0.2 0.7
0.0 -0.8 0.1
0.2 -0.2 -0.1
-0.4 0.0 0.1
-0.1 0.0 -0.2
0.0 0.5 -0.4
0.0 0.3 0.0
-0.2 -0.2 -0.3
-0.8 1.2 0.3
1.8 -0.8 -0.8
-1.4 0.3 0.7
1.2 0.0 -0.4
0.4 0.0 1.1
0.4 0.3 -0.2
-0.5 -0.5 0.3
0.3 -0.1 0.4
-0.1 0.0 -0.5
0.7 0.2 0.8
0.1 0.0 0.1
-0.1 0.0 0.0
0.0 -0.2 0.0
-0.9 0.3 0.2
0.0 0.3 0.3
0.0 -0.3 0.1
0.0 -0.2 -0.3
-0.1 0.4 0.2
-0.2 -0.4 0.0
0.0 0.0 -0.5
-0.3 -0.4 0.1
-0.1 0.1 0.0
-0.3 0.1 -0.1
0.5 0.4 0.2
-0.1 -0.2 -0.3
-0.1 -0.3 0.0
-0.2 0.3 -0.5
-0.2 -0.1 0.1
0.6 0.5 -1.0
1.6 1.5 0.9
-1.8 1.2 -0.7
1.3 -1.1 -0.7
-0.9 -0.8 0.9
-0.4 0.9 -0.8
1.3 -1.0 0.4
-0.7 -0.2 -1.0
-0.3 -1.0 0.5
-1.2 -0.5 0.5
1.2 -0.5 -1.7
0.7 -0.1 -0.7
-0.7 -0.1 -0.2
0.2 -0.3 0.1
-0.6 -0.8 -0.5
0.0 -0.2 0.3
-0.1 0.5 0.0
0.2 0.1 -0.3
0.1 0.3 0.2
0.2 0.0 0.0
-0.1 0.0 0.2
0.5 -0.2 0.1
-0.4 0.6 -0.2
0.7 0.6 0.0
-0.7 0.9 0.2
-0.2 0.0 0.2
-0.2 -0.3 1.0
0.2 -0.1 0.5
-0.2 0.2 0.4
0.0 0.0 0.0
0.2 0.4 0.2
-1.6 -0.2 0.7
1.5 -1.0 2.2
-0.1 0.6 -1.1
0.2 0.4 0.4
1.0 -2.1 0.8
-0.1 -0.5 -1.0
-1.1 -1.3 -1.1
1.0 0.5 0.2
0.3 0.7 0.8
-0.1 1.2 0.5
0.2 1.2 -0.2
0.9 0.4 -0.4
0.0 0.4 -0.6
-0.2 0.0 -0.1
0.0 0.3 0.3
-0.3 0.2 0.0
0.1 0.4 -0.6
0.2 -0.4 0.3
-0.9 0.7 -0.4
-0.2 0.2 0.0
0.0 -0.5 -0.5
-0.1 -0.1 -0.1
-0.5 0.1 -0.2
-0.1 0.1 0.0
0.3 -0.4 0.1
-0.1 0.0 -0.2
0.1 -0.2 0.2
-0.2 -0.1 -0.4
-0.3 -0.4 0.2
-0.3 0.2 0.4

=====

Record 2
Molecular formula: C36H79B2FNO13P
Method: DFT, the ωB97M-V functional and the def2-TZVPD basis

## Properties
- strongest force on any atom (Eh/bohr) = 0.148
- HOMO-LUMO gap (Ha) = 0.2737
- E_tot (eV) = -80060.761
- SMILES = CC[C@@H](C)P(CC(=O)c1ccccc1)(B(C)O)(B(N)O)[C@H](F)CC.COCCOC.COCCOC.COCCOC.COCCOC.COCCOC

Each line ends with the Mulliken charge.
CARTESIAN COORDINATES (ANGSTROEM)
1 C -2.0843 6.2520 5.4736  -1.0550
2 C -0.7439 5.2841 5.7354  -0.4132
3 C 0.3800 5.7468 4.6728  -0.3222
4 C 0.9340 7.2243 5.2154  -1.2330
5 P 1.7515 4.4840 4.2311  0.8421
6 C 2.3202 4.2951 6.0414  -0.8275
7 C 1.5468 3.1729 6.9458  0.4821
8 O 0.4994 2.4249 6.6456  -0.6117
9 C 2.1341 2.9902 8.5032  0.1132
10 C 3.5346 3.7695 8.9657  -0.1344
11 C 3.9989 3.5630 10.5443  -0.4378
12 C 3.1745 2.6648 11.6478  -0.3397
13 C 1.7999 1.8596 11.1496  -0.4115
14 C 1.3307 2.0603 9.5884  -0.2234
15 B 0.4606 3.2953 3.3467  0.5762
16 C -0.5711 3.7535 2.1570  -0.7427
17 O 0.3884 1.8289 3.6903  -0.5520
18 B 2.3675 5.8706 2.9952  0.4677
19 N 3.4811 6.8648 3.3000  -0.5669
20 O 1.7875 6.0129 1.6113  -0.8009
21 C 3.0522 3.2288 3.6381  0.1421
22 F 3.2382 2.0395 4.5538  -0.4174
23 C 4.5286 3.7217 3.2287  -0.5473
24 C 5.4243 4.5310 4.3316  -0.7708
25 H -1.8789 7.3831 5.6961  0.2619
26 H -2.9560 5.8218 6.1308  0.3600
27 H -2.4045 6.0777 4.3373  0.2373
28 H -0.4054 5.5352 6.8407  0.2947
29 H -1.1444 4.1943 5.6783  0.1978
30 H -0.1944 6.0407 3.6670  0.3349
31 H 0.2480 7.6335 6.1034  0.3764
32 H 0.8509 8.0678 4.3744  0.1515
33 H 2.0170 7.1907 5.6517  0.2739
34 H 2.2422 5.2969 6.6899  0.5903
35 H 3.4725 4.0005 6.1677  0.2704
36 H 4.1774 4.4390 8.2517  0.2534
37 H 4.9773 4.1113 10.9245  0.2486
38 H 3.5157 2.5702 12.7659  0.2877
39 H 1.1591 1.1891 11.8888  0.2788
40 H 0.3598 1.5085 9.2116  0.2717
41 H -0.5438 4.8814 1.8603  0.2609
42 H -1.6729 3.5382 2.5546  0.2463
43 H -0.4399 3.0140 1.2293  0.1307
44 H -0.5553 1.5148 3.5328  0.2493
45 H 4.2284 6.8686 2.5708  0.2242
46 H 3.0815 7.8496 3.3250  0.2529
47 H 2.2165 5.2863 1.0434  0.3204
48 H 2.6046 2.7277 2.6473  0.1615
49 H 5.1453 2.7007 3.0844  0.3022
50 H 4.6419 4.2115 2.1438  0.2395
51 H 4.7877 5.2936 4.9935  0.1192
52 H 5.9906 3.7625 5.0085  0.3069
53 H 6.2504 5.2132 3.8075  0.2803
54 C -3.1793 -0.1780 -1.4353  -0.4951
55 O -2.2703 0.3663 -0.4820  -0.3230
56 C -1.9280 -0.5769 0.5350  -0.8992
57 C -0.5514 -1.2002 0.2801  -0.5064
58 O -0.5632 -2.0185 -0.8937  0.0087
59 C 0.0181 -1.3619 -2.0150  -0.6010
60 H -3.2078 0.4889 -2.3006  0.2379
61 H -2.8740 -1.1725 -1.7744  0.0141
62 H -4.1803 -0.2265 -0.9982  0.3507
63 H -2.7001 -1.3521 0.6283  0.3660
64 H -1.8908 -0.0261 1.4797  0.3500
65 H -0.2994 -1.8532 1.1222  0.3727
66 H 0.2249 -0.4279 0.2112  0.4733
67 H 1.1061 -1.3426 -1.9079  0.1054
68 H -0.3592 -0.3417 -2.1317  0.4076
69 H -0.2360 -1.9294 -2.9144  0.1880
70 C -2.8337 -5.8961 -4.3135  -0.8001
71 O -2.0136 -4.7616 -4.0460  -0.0587
72 C -1.5400 -4.7453 -2.6982  0.1070
73 C -0.0877 -5.2265 -2.6093  -0.4369
74 O 0.0196 -6.6130 -2.9464  -0.4465
75 C 0.5013 -6.8104 -4.2714  -0.2706
76 H -2.9572 -5.9816 -5.3960  0.1452
77 H -2.3881 -6.8234 -3.9413  0.3731
78 H -3.8178 -5.7495 -3.8600  0.2688
79 H -2.1925 -5.3398 -2.0450  0.3765
80 H -1.5834 -3.7061 -2.3586  -0.3125
81 H 0.2549 -5.1219 -1.5746  0.3448
82 H 0.5693 -4.6175 -3.2428  0.3024
83 H 1.5751 -6.6072 -4.3074  0.3459
84 H -0.0188 -6.1749 -4.9940  -0.1530
85 H 0.3326 -7.8553 -4.5454  0.2747
86 C -7.5038 -2.6595 -4.3361  -0.6918
87 O -7.9129 -1.5599 -5.1452  -0.3788
88 C -7.7603 -0.3094 -4.4712  -0.5046
89 C -6.4989 0.4266 -4.9357  -0.4850
90 O -5.3156 -0.2729 -4.5381  -0.3048
91 C -4.7412 -1.0139 -5.6093  -0.7103
92 H -7.4117 -3.5402 -4.9767  0.2471
93 H -6.5382 -2.4793 -3.8539  0.2597
94 H -8.2658 -2.8574 -3.5774  0.3438
95 H -7.7568 -0.4477 -3.3819  0.2957
96 H -8.6325 0.2990 -4.7287  0.3835
97 H -6.4668 1.4088 -4.4529  0.3679
98 H -6.5127 0.5871 -6.0210  0.3356
99 H -4.2368 -0.3327 -6.3000  0.3530
100 H -5.4912 -1.5987 -6.1497  0.3970
101 H -4.0011 -1.7021 -5.1920  0.1022
102 C -3.1936 -3.7060 -9.6158  -0.7533
103 O -2.2846 -3.1617 -8.6625  -0.4615
104 C -1.9424 -4.1049 -7.6455  -0.0681
105 C -0.5658 -4.7282 -7.9004  -0.1710
106 O -0.5775 -5.5465 -9.0742  -0.4102
107 C 0.0038 -4.8899 -10.1956  -0.7013
108 H -3.2221 -3.0391 -10.4812  0.2845
109 H -2.8883 -4.7005 -9.9549  0.3356
110 H -4.1946 -3.7544 -9.1787  0.2918
111 H -2.7144 -4.8801 -7.5522  0.3367
112 H -1.9051 -3.5541 -6.7008  0.1338
113 H -0.3138 -5.3812 -7.0584  -0.1334
114 H 0.2106 -3.9559 -7.9693  0.3604
115 H 1.0918 -4.8706 -10.0884  0.3284
116 H -0.3735 -3.8697 -10.3122  0.2940
117 H -0.2503 -5.4574 -11.0949  0.2508
118 C 2.9023 -2.0797 0.8918  -0.4904
119 O 3.6573 -1.5846 -0.2110  -0.3091
120 C 5.0363 -1.4070 0.1172  -0.5315
121 C 5.8926 -2.5587 -0.4204  -0.5209
122 O 5.5836 -3.7874 0.2447  -0.3876
123 C 4.7472 -4.6304 -0.5403  -0.6825
124 H 1.9339 -2.4215 0.5177  -0.0442
125 H 3.3986 -2.9199 1.3867  0.3931
126 H 2.7344 -1.2729 1.6103  0.2769
127 H 5.1707 -1.2889 1.2006  0.3437
128 H 5.3605 -0.4790 -0.3635  0.3606
129 H 6.9455 -2.3401 -0.2146  0.3928
130 H 5.7780 -2.6620 -1.5067  0.3145
131 H 5.3329 -5.0866 -1.3431  0.3491
132 H 3.9008 -4.0838 -0.9661  0.2429
133 H 4.3579 -5.4232 0.1041  0.2561

Cartesian forces, eV/Å:
0.0 -1.3 -0.4
-1.5 1.5 0.3
-1.8 2.6 0.6
-0.5 0.8 0.4
-0.6 -0.5 0.6
1.0 -0.3 2.9
-3.6 -3.1 0.8
5.9 4.6 1.2
1.7 0.2 2.8
-2.7 -2.9 3.5
-2.6 -1.3 -0.8
-1.8 0.0 -4.4
2.4 2.9 -3.0
2.5 1.4 1.1
-1.8 -3.2 -0.4
-1.0 -0.2 -0.2
-1.4 3.3 -0.7
1.1 1.5 -3.0
-1.2 0.5 -0.1
2.0 -2.1 1.5
2.3 -2.3 -1.5
-0.2 2.2 -1.4
2.0 -1.4 -0.4
0.1 0.9 0.2
-0.5 -2.3 -0.5
1.6 1.1 -1.1
0.7 0.7 2.4
-0.4 -0.8 -2.2
1.2 1.8 0.0
1.2 -0.9 2.0
1.5 -1.0 -1.9
0.4 -1.9 1.7
-1.9 0.1 -1.0
-0.1 -2.1 -1.6
-2.6 0.5 -0.6
-1.5 -1.5 1.6
-2.3 -1.3 -1.0
-0.6 0.3 -2.6
1.6 1.6 -1.8
2.3 1.3 0.8
0.1 -2.3 0.3
2.1 0.4 -0.8
-0.2 1.8 1.8
1.9 0.6 0.0
-1.1 0.0 0.6
0.7 -1.6 -0.1
-1.2 1.4 1.1
0.9 0.9 1.9
-1.5 2.1 0.2
-0.8 -0.8 2.4
1.4 -1.8 -1.5
-1.2 1.5 -1.2
-1.8 -1.6 1.0
0.0 0.3 -0.1
0.0 -0.6 0.0
0.4 0.4 -0.2
-0.5 -0.3 0.0
0.1 0.4 0.1
0.0 -0.1 0.0
0.0 0.0 0.2
0.0 0.0 0.1
-0.1 -0.1 -0.1
0.2 0.0 -0.1
0.0 0.0 0.0
0.0 0.1 0.0
-0.2 0.0 0.0
0.1 0.1 0.0
0.0 -0.1 0.1
0.0 0.0 0.1
0.1 0.2 -0.1
-0.1 -0.5 0.1
0.5 0.4 -0.2
-0.5 -0.4 0.3
0.0 0.3 -0.4
-0.1 -0.2 0.2
0.0 0.1 0.1
0.0 0.1 0.0
-0.1 -0.1 0.0
0.2 0.0 -0.1
0.0 -0.1 0.1
0.0 0.1 0.0
-0.1 0.0 0.0
0.0 0.0 -0.1
0.0 0.0 0.1
0.0 0.1 0.1
-0.1 0.0 -0.2
0.3 0.0 0.4
0.1 0.1 -0.6
0.0 -0.2 0.6
-0.3 -0.1 -0.4
0.1 0.0 0.2
-0.1 0.2 0.0
-0.1 0.1 0.0
0.1 -0.1 0.1
0.1 0.0 -0.1
0.0 0.0 0.0
0.0 0.0 0.0
-0.1 -0.1 0.1
0.0 -0.1 -0.1
0.0 0.1 0.0
-0.1 0.1 0.0
0.1 0.2 0.0
-0.1 -0.5 -0.1
0.5 0.4 0.0
-0.5 -0.4 -0.1
0.1 0.5 0.0
-0.1 -0.2 0.0
0.0 0.0 0.2
0.0 0.1 0.1
-0.1 -0.1 -0.1
0.1 0.0 -0.1
0.0 -0.1 0.0
0.0 0.1 0.0
-0.2 0.0 0.0
0.1 0.1 -0.1
0.0 0.0 0.1
0.0 0.0 0.2
-0.1 0.0 -0.2
0.2 -0.2 0.4
-0.1 -0.2 -0.5
-0.1 0.0 0.6
-0.2 0.2 -0.4
0.1 0.0 0.2
0.1 0.1 -0.1
0.0 0.1 0.0
0.0 0.0 0.1
0.0 -0.1 -0.1
0.0 0.0 0.0
0.0 0.0 0.0
-0.1 0.0 0.1
-0.1 0.0 -0.1
0.1 0.0 0.0
0.1 0.1 0.0